Entry P
The following is a quantum chemistry calculation of a cluster of 2 separate species, C3H5Cl in total, from the Open Molecules 2025 dataset.

- Multiplicity: 1
- HOMO: -9.7 eV
- SMILES string: C1=CC1.Cl
- E_LUMO: 0.958 eV
- Gap between HOMO and LUMO: 0.3918 Ha

Geometry as XYZ:
```
9
C3H5Cl, DFT wB97M-V/def2-TZVPD
Cl 3.33860 -0.37346 -0.06015
C -1.20777 -0.07507 0.55193
C -0.65122 0.94621 -0.43712
C -0.46170 -0.31752 -0.74353
H -2.26743 -0.27286 0.71866
H 2.12194 -0.59938 0.33279
H 0.01248 -1.10074 -1.28509
H -0.31626 2.00824 -0.54601
H -0.56866 -0.21544 1.46851
```



Entry Q
The following is a quantum chemistry calculation of a cluster of 2 separate species, C3H5Cl in total, from the Open Molecules 2025 dataset.

- Multiplicity: 1
- HOMO: -9.2 eV
- E_LUMO: 1.017 eV
- Gap between HOMO and LUMO: 0.3763 Ha

Geometry as XYZ:
```
9
C3H5Cl, DFT wB97M-V/def2-TZVPD
Cl -2.89360 0.03551 0.03943
C -0.26775 -0.54033 0.07084
C -1.22155 0.37293 0.01587
C 1.17999 -0.15563 0.02183
H 1.50053 0.75499 0.73068
H -1.08762 1.84620 0.24860
H -0.35141 -1.57935 -0.14136
H 1.95346 -0.95968 0.07883
H 1.18794 0.22538 -1.06472
```



Tell me which of them is the least stable. Sure, it is entry P.



Entry P
The following is a quantum chemistry calculation of the molecule C3H5Cl, from the Open Molecules 2025 dataset.

- Multiplicity: 1
- HOMO: -9.5 eV
- SMILES string: C=C(C)Cl
- E_LUMO: 1.062 eV
- Gap between HOMO and LUMO: 0.3890 Ha

Geometry as XYZ:
```
9
C3H5Cl, DFT wB97M-V/def2-TZVPD
Cl -2.14509 -0.22365 0.00029
C 0.08823 1.40317 0.03216
C -0.49818 0.21003 0.06697
C 0.34206 -1.05764 0.02250
H 1.25508 -0.96632 -0.39377
H -0.19095 -1.71017 -0.68017
H 0.57502 -1.45032 0.90379
H -0.53784 2.24818 -0.09468
H 1.11168 1.54673 0.14290
```



Entry Q
The following is a quantum chemistry calculation of a cluster of 2 separate species, C3H5Cl in total, from the Open Molecules 2025 dataset.

- Multiplicity: 1
- HOMO (alpha / beta): -9.3 / -8.1 eV
- E_LUMO (alpha / beta): 0.090 / -0.621 eV
- Gap between HOMO and LUMO (alpha / beta): 0.3468 / 0.2756 Ha

Geometry as XYZ:
```
9
C3H5Cl, DFT wB97M-V/def2-TZVPD
Cl -0.52111 0.21171 2.99115
C 0.68408 -0.00116 0.38264
C 0.23038 -0.21797 -1.01421
C -0.09834 0.28396 1.39790
H -0.93906 -0.26241 -1.05589
H 0.35104 0.71020 -1.57429
H 1.73667 -0.05435 0.47034
H 0.90998 -1.07035 -1.49969
H -2.35365 0.40037 -0.09794
```



Tell me which of them is the least stable. Sure, it is entry Q.



Entry P
The following is a quantum chemistry calculation of a cluster of 2 separate species, C3H5Cl in total, from the Open Molecules 2025 dataset.

- Multiplicity: 1
- HOMO (alpha / beta): -9.3 / -9.3 eV
- E_LUMO (alpha / beta): -0.278 / -0.784 eV
- Gap between HOMO and LUMO (alpha / beta): 0.3305 / 0.3114 Ha

Geometry as XYZ:
```
9
C3H5Cl, DFT wB97M-V/def2-TZVPD
Cl 0.11564 -3.20261 -0.30018
C 0.29512 -0.51128 -0.32929
C -0.18835 1.89717 0.09482
C 0.07011 -1.50431 0.44222
H 0.27763 -0.41843 -1.42722
H 0.66007 2.02429 -0.60691
H -0.20531 -1.61360 1.47430
H 0.09482 1.31784 0.97055
H -1.11973 2.01094 -0.31829
```



Entry Q
The following is a quantum chemistry calculation of a structure of composition C3H5Cl, from the Open Molecules 2025 dataset.

- Multiplicity: 1
- HOMO: -9.5 eV
- E_LUMO: 0.327 eV
- Gap between HOMO and LUMO: 0.3601 Ha

Geometry as XYZ:
```
9
C3H5Cl, DFT wB97M-V/def2-TZVPD
Cl -1.62131 -0.33486 1.00516
C 0.28563 0.93411 0.12821
C 1.41593 0.30687 -0.07505
C -0.96770 1.20013 0.24304
H -0.05770 -2.02786 -0.38304
H -1.88739 1.78065 -0.17245
H 2.27920 0.70432 0.34405
H 1.37413 -0.31710 -0.96795
H -0.82080 -2.24625 -0.12197
```



Tell me which of them is the least stable. Sure, it is entry P.



Entry P
The following is a quantum chemistry calculation of a cluster of 2 separate species, C5H11Br3NO in total, from the Open Molecules 2025 dataset.

- Multiplicity: 1
- HOMO: -12.8 eV
- Net charge: +1
- E_LUMO: -3.791 eV
- Gap between HOMO and LUMO: 0.3316 Ha

Geometry as XYZ:
```
21
C5H11Br3NO, DFT wB97M-V/def2-TZVPD
Br 2.98816 -1.75710 -1.13237
Br 2.81697 1.65405 0.60465
Br 4.83307 2.22245 1.25695
O 0.54753 -2.25038 0.24194
N -0.59388 0.14351 -0.17514
C 0.79637 -0.18974 -0.62206
C 1.30166 -1.39818 -0.40827
C -0.88440 1.54705 -0.38283
C -1.75593 -0.65037 -0.87340
C -0.68937 -0.06017 1.27664
H -1.61471 0.46945 1.61199
H -0.28007 2.13698 0.31639
H 0.02867 0.45731 1.81597
H 1.09996 0.55367 -1.28924
H -2.01797 1.67267 -0.04443
H -0.91801 -1.14266 1.50631
H -1.60289 -0.38355 -1.95668
H -1.50843 -1.69978 -0.83320
H 1.05168 -2.78114 0.86782
H -2.72874 -0.49900 -0.30234
H -0.86967 1.95494 -1.47871
```



Entry Q
The following is a quantum chemistry calculation of a cluster of 2 separate species, C5H11Br3NO in total, from the Open Molecules 2025 dataset.

- Multiplicity: 1
- HOMO: -13.2 eV
- Net charge: +1
- E_LUMO: -4.477 eV
- Gap between HOMO and LUMO: 0.3204 Ha

Geometry as XYZ:
```
21
C5H11Br3NO, DFT wB97M-V/def2-TZVPD
Br -2.50042 4.16122 3.87135
Br 2.29608 3.44943 0.75793
Br -1.93687 2.59566 2.32366
O 2.58724 0.76861 1.03605
N -0.04870 0.12342 -0.19279
C -0.05527 -0.35861 1.23752
C 0.52612 1.45464 -0.01749
C 1.73976 1.65002 0.50102
C 0.74586 -0.88229 -0.98967
C -1.51962 0.17910 -0.61342
H 0.00552 2.29168 -0.26828
H -1.48452 0.41137 -1.62162
H -1.93452 -0.74784 -0.55598
H 0.01791 -1.70948 -1.35337
H -0.46704 0.25324 1.96220
H -0.55627 -1.29822 1.17445
H -2.08563 0.78090 0.19397
H 0.99522 -0.37691 -1.92929
H 2.72853 1.00986 1.94907
H 0.90922 -0.67434 1.38782
H 1.62451 -1.07176 -0.41593
```



Tell me which of them is the least stable. Sure, it is entry Q.



Entry P
The following is a quantum chemistry calculation of a cluster of 2 separate species, C4H9N4O4S in total, from the Open Molecules 2025 dataset.

- Multiplicity: 1
- HOMO: -4.8 eV
- Net charge: -1
- E_LUMO: 3.422 eV
- Gap between HOMO and LUMO: 0.3018 Ha

Geometry as XYZ:
```
22
C4H9N4O4S, DFT wB97M-V/def2-TZVPD
S 2.52229 -0.58020 0.07116
O 1.49649 1.52067 -0.91444
O 2.02904 -1.76520 -0.65740
O 3.19820 -0.86811 1.32805
O 3.59561 0.06993 -0.90868
N 0.75296 0.86531 1.15429
N -0.08116 1.74588 1.71577
N -1.63358 1.69808 -0.14697
N -1.44911 0.50512 -0.45318
C -1.32722 -2.16894 1.12739
C -1.42253 0.32170 -1.85880
C -1.24329 2.04363 1.19471
C 1.39463 0.90059 0.08367
H -2.03056 -2.57862 1.80637
H -0.36797 0.36835 -2.16867
H -1.59899 -2.58223 0.15740
H -0.29943 -2.37598 1.47904
H 3.35541 0.98649 -1.14808
H -1.18280 -1.04860 1.01723
H -1.97826 2.61553 1.65657
H -2.05517 1.13059 -2.33979
H -1.67456 -0.80398 -2.19564
```



Entry Q
The following is a quantum chemistry calculation of a cluster of 2 separate species, C4H9N4O4S in total, from the Open Molecules 2025 dataset.

- Multiplicity: 1
- HOMO: -4.9 eV
- Net charge: -1
- E_LUMO: 3.203 eV
- Gap between HOMO and LUMO: 0.2976 Ha

Geometry as XYZ:
```
22
C4H9N4O4S, DFT wB97M-V/def2-TZVPD
S 0.39401 -0.49459 3.64882
O -0.44760 -1.65015 3.90868
O 0.65132 -0.26696 -1.53091
O -0.14739 0.74352 4.18826
O 1.79956 -0.74421 3.95190
N -1.23253 -0.38998 -3.05320
N 0.55177 -2.18332 0.37191
N -0.57645 0.17136 -2.04186
N 0.55533 -1.24148 1.06723
C -0.86402 -1.51201 -3.53698
C 0.45071 -0.23572 1.78738
C 0.88830 1.13854 1.61893
C -0.92565 1.49562 -1.71463
H 0.10952 1.81358 1.50126
H -1.23189 1.63376 -0.75142
H 1.47063 1.26898 0.78959
H -1.60364 -2.02071 -4.27379
H 0.58005 -1.12214 -1.10051
H 0.09947 -1.92878 -3.19088
H 1.21491 1.50043 2.56743
H -0.03984 2.15494 -1.69699
H -1.69657 1.86932 -2.51020
```



Tell me which of them is the least stable. Sure, it is entry Q.